{"formula": "C29H42N3O5PRhS6Si", "method": "ωB97M-V/def2-TZVPD", "charge": -1, "gap_ev": 6.22, "e_tot_ev": -130658.2167, "symbols": ["Rh", "C", "Si", "C", "C", "N", "C", "C", "C", "C", "C", "C", "O", "C", "C", "C", "C", "C", "C", "H", "H", "H", "H", "H", "H", "H", "H", "H", "H", "H", "H", "H", "H", "H", "H", "H", "H", "S", "C", "S", "C", "C", "S", "S", "S", "C", "C", "C", "C", "O", "P", "O", "O", "O", "C", "C", "C", "C", "H", "H", "H", "H", "H", "H", "H", "H", "H", "H", "H", "H", "H", "H", "H", "H", "H", "H", "S", "C", "N", "C", "C", "N", "H", "H", "H", "H", "H", "H"], "positions_angstrom": [[-0.041, -0.833, 0.609], [0.946, -2.924, 4.753], [1.616, -2.484, 3.067], [3.467, -2.173, 3.235], [1.405, -3.982, 2.024], [0.757, -1.092, 2.471], [0.754, 0.080, 3.203], [1.609, 0.313, 4.308], [1.571, 1.493, 5.035], [0.698, 2.519, 4.694], [-0.140, 2.323, 3.606], [-0.100, 1.133, 2.914], [-0.922, 0.946, 1.799], [-2.314, 1.052, 2.000], [-3.100, 1.279, 0.888], [-4.475, 1.338, 1.049], [-5.055, 1.176, 2.304], [-4.240, 0.947, 3.402], [-2.859, 0.887, 3.259], [1.465, -3.811, 5.136], [-0.122, -3.157, 4.670], [1.060, -2.119, 5.486], [4.022, -2.905, 2.636], [3.799, -2.266, 4.276], [3.743, -1.178, 2.875], [2.150, -4.731, 2.324], [1.553, -3.759, 0.968], [0.405, -4.416, 2.137], [2.325, -0.451, 4.584], [2.245, 1.614, 5.876], [0.677, 3.449, 5.247], [-0.842, 3.088, 3.291], [-2.655, 1.385, -0.090], [-5.095, 1.508, 0.177], [-6.133, 1.214, 2.420], [-4.675, 0.801, 4.384], [-2.220, 0.682, 4.109], [-3.479, -7.194, -0.475], [-2.722, -5.741, -0.247], [-1.308, -5.253, -1.094], [-1.107, -3.697, -0.330], [-2.003, -3.363, 0.573], [-1.963, -1.866, 1.480], [-3.252, -4.545, 0.870], [0.246, -2.671, -0.761], [-1.029, 0.322, -5.812], [-1.199, -0.116, -4.369], [-2.681, -0.148, -4.002], [-0.583, -1.484, -4.140], [-0.462, 0.879, -3.598], [-0.859, 1.340, -2.104], [-2.121, 2.109, -2.095], [-0.739, 0.156, -1.185], [0.413, 2.321, -1.912], [0.510, 3.588, -1.184], [-0.626, 3.810, -0.195], [1.830, 3.526, -0.440], [0.514, 4.682, -2.240], [-1.427, -0.442, -6.486], [0.030, 0.471, -6.037], [-1.556, 1.263, -5.992], [-3.196, -0.834, -4.678], [-3.123, 0.846, -4.080], [-2.827, -0.497, -2.975], [-1.210, -2.260, -4.588], [-0.500, -1.684, -3.071], [0.414, -1.551, -4.589], [-0.739, 2.945, 0.456], [-1.575, 3.980, -0.702], [-0.377, 4.676, 0.424], [1.805, 2.743, 0.322], [2.026, 4.485, 0.047], [2.652, 3.308, -1.128], [-0.379, 4.588, -2.864], [1.397, 4.598, -2.880], [0.512, 5.666, -1.766], [2.396, -0.401, 0.277], [2.846, -0.444, -1.378], [2.629, 0.476, -2.297], [3.154, 0.107, -3.607], [3.996, -1.145, -3.281], [3.585, -1.427, -1.908], [1.942, 1.218, -2.151], [3.755, 0.910, -4.027], [2.342, -0.105, -4.297], [5.066, -0.948, -3.340], [3.761, -1.976, -3.942], [3.943, -2.164, -1.328]], "lowdin_charge": [0.56, -0.17, 0.33, -0.20, -0.19, -0.26, -0.31, -0.05, -0.10, -0.11, -0.03, -0.25, -0.14, -0.32, -0.02, -0.06, -0.10, -0.08, -0.04, 0.03, 0.03, 0.02, 0.02, 0.03, 0.00, 0.04, -0.04, 0.04, 0.07, 0.10, 0.09, 0.13, 0.08, 0.11, 0.09, 0.10, 0.12, 0.45, -1.53, 0.90, -1.09, -1.11, 0.69, 0.90, 0.60, -0.04, -0.62, -0.04, -0.04, -0.17, 0.26, -0.27, -0.40, -0.21, -0.61, -0.03, -0.03, -0.03, 0.09, 0.08, 0.09, 0.09, 0.08, 0.09, 0.09, 0.01, 0.07, 0.07, 0.08, 0.09, 0.07, 0.09, 0.08, 0.09, 0.08, 0.09, 0.71, -0.78, 0.07, -0.11, -0.12, 0.03, 0.10, 0.12, 0.10, 0.11, 0.11, 0.14]}


{"formula": "C12H10F2In", "method": "ωB97M-V/def2-TZVPD", "charge": 3, "gap_ev": 1.38, "e_tot_ev": -23180.1594, "symbols": ["In", "F", "C", "C", "C", "C", "C", "C", "H", "H", "H", "H", "H", "F", "C", "C", "C", "C", "C", "C", "H", "H", "H", "H", "H"], "positions_angstrom": [[-0.815, -0.481, -1.102], [1.919, 0.517, -2.025], [3.103, 0.534, -2.645], [3.211, 1.317, -3.797], [4.438, 1.415, -4.401], [5.535, 0.684, -3.852], [5.370, -0.138, -2.701], [4.180, -0.145, -2.042], [2.381, 1.885, -4.198], [4.690, 2.021, -5.262], [6.519, 0.799, -4.291], [6.277, -0.605, -2.338], [4.035, -0.605, -1.073], [-3.077, -0.509, 0.913], [-3.588, -0.520, 2.143], [-4.108, 0.663, 2.637], [-4.799, 0.581, 3.826], [-4.928, -0.687, 4.521], [-4.267, -1.830, 4.048], [-3.665, -1.777, 2.823], [-4.004, 1.619, 2.144], [-5.278, 1.459, 4.242], [-5.577, -0.831, 5.377], [-4.373, -2.719, 4.656], [-3.180, -2.647, 2.397]], "lowdin_charge": [1.15, 0.01, -0.16, 0.06, 0.05, 0.12, 0.03, 0.07, 0.15, 0.15, 0.15, 0.15, 0.15, 0.01, -0.17, 0.05, 0.07, 0.12, 0.01, 0.09, 0.15, 0.15, 0.15, 0.15, 0.15]}


{"formula": "C3H9N3O", "method": "ωB97M-V/def2-TZVPD", "gap_ev": 8.87, "e_tot_ev": -9769.8952, "symbols": ["C", "C", "N", "N", "N", "C", "O", "H", "H", "H", "H", "H", "H", "H", "H", "H"], "positions_angstrom": [[-0.520, 0.638, -0.995], [-1.705, -0.164, 0.957], [-0.816, -0.466, -0.150], [0.790, -0.598, 0.492], [1.435, -1.610, -0.255], [0.902, 1.080, -0.274], [1.954, 1.246, -0.905], [1.231, -0.425, 1.397], [2.426, -1.377, -0.351], [1.084, -1.596, -1.212], [-1.212, 1.481, -0.948], [-0.297, 0.319, -2.013], [0.613, 1.757, 0.554], [-1.471, 0.775, 1.474], [-1.696, -0.983, 1.678], [-2.719, -0.078, 0.551]], "lowdin_charge": [-0.16, -0.11, -0.07, -0.08, 0.03, -0.43, -0.08, 0.14, 0.09, 0.08, 0.11, 0.10, 0.12, 0.08, 0.08, 0.09]}


| no. | highest occupied orbital energy (eV) |
| --- | --- |
| 1 | -4.12 |
| 2 | -17.11 |
| 3 | -8.39 |